Entry 1:
ORCA calculation (ωB97M-V with the def2-TZVPD basis set) on a 9-piece molecular cluster, C12H46N3O9 overall in a non-equilibrium geometry.

Geometry as XYZ:
```
70
Properties=species:S:1:pos:R:3
O 25.58593 27.29570 -13.56173
H 25.95315 26.39001 -13.41681
H 26.24231 27.99857 -13.30309
H 24.72763 27.45821 -13.01033
C 26.47529 22.48805 -14.59140
C 25.64368 21.71514 -13.58572
C 25.82631 20.22408 -13.77061
O 24.71505 19.58085 -13.18527
C 24.80843 18.16879 -13.26795
N 26.05438 22.13767 -12.21205
H 26.18132 22.23607 -15.61503
H 27.49923 22.09910 -14.54235
H 26.40338 23.56497 -14.46588
H 24.57469 21.92928 -13.63695
H 26.76213 19.86259 -13.31753
H 25.86556 19.95218 -14.84064
H 24.39388 17.86576 -14.23477
H 24.13453 17.75385 -12.51821
H 25.81769 17.81103 -13.07049
H 25.48912 21.66908 -11.51026
H 27.00345 21.79984 -12.05981
C 26.92675 27.96814 -9.57338
C 26.76480 29.40052 -9.06388
C 27.49252 29.53888 -7.75286
O 27.16330 30.75342 -7.14163
C 27.62421 30.85726 -5.81112
N 27.27444 30.32150 -10.09840
H 26.31312 27.27721 -8.99286
H 27.97280 27.67513 -9.44385
H 26.60984 27.88312 -10.61284
H 25.69428 29.60182 -8.97339
H 28.57691 29.54584 -7.97423
H 27.31619 28.64406 -7.13507
H 28.68933 30.64147 -5.68968
H 27.05393 30.16907 -5.17354
H 27.39872 31.87147 -5.49437
H 27.53251 31.21290 -9.68431
H 28.13795 29.92776 -10.47351
C 22.37509 28.60994 -13.93236
C 22.27200 27.58995 -12.80674
C 22.10437 26.17991 -13.28121
O 23.31273 25.72234 -13.84825
C 23.15036 24.54710 -14.61268
N 23.46610 27.72171 -11.94907
H 21.50511 28.49412 -14.58196
H 23.27096 28.50589 -14.54993
H 22.38025 29.63838 -13.56634
H 21.37729 27.88968 -12.24738
H 21.27407 26.12032 -13.99541
H 21.82631 25.53281 -12.43103
H 22.61036 24.71063 -15.54908
H 22.62555 23.76993 -14.04014
H 24.15549 24.18146 -14.82170
H 23.46343 28.64135 -11.51847
H 23.49513 27.05171 -11.18571
O 26.26528 29.71051 -12.76117
H 26.58527 30.31597 -13.43854
H 26.65977 30.02504 -11.91690
O 27.47986 26.26083 -15.62610
H 28.00919 26.73321 -16.28217
H 27.68200 25.32998 -15.78191
O 28.32654 27.24495 -12.80462
H 28.73502 26.92091 -13.61605
H 28.86334 26.89002 -12.08862
O 26.08719 25.11976 -12.01393
H 25.59566 25.18007 -11.18959
H 26.08291 24.16370 -12.22915
O 25.31674 27.94422 -16.61836
H 26.01466 27.42128 -16.19234
H 25.76585 28.61696 -17.13947
```

## Properties
Multiplicity: 1
Net charge: +1
Frontier orbital gap in eV: 9.77

Entry 2:
ORCA calculation (ωB97M-V with the def2-TZVPD basis set) on a 9-piece molecular cluster, C30H53N2O33S8 overall in a non-equilibrium geometry.

Geometry as XYZ:
```
126
Properties=species:S:1:pos:R:3
C 3.24260 -1.69440 -1.47074
C 2.41360 -1.52667 -0.11791
C 2.57181 -2.94875 0.66994
C 2.96700 -0.40874 0.88387
C 2.81075 1.03043 0.16650
C 4.22736 1.35318 -0.54746
C 5.54426 1.67940 0.25061
C 6.80049 1.90623 -0.59738
N 6.99262 1.89968 -1.99477
C 5.84137 1.61108 -2.76558
C 4.49213 1.34981 -2.08582
C 1.51082 1.21764 -0.75940
C 0.57269 -0.05856 -0.97656
C 0.29771 -0.40202 -2.54763
C -0.89813 0.35418 -0.40747
N 0.95125 -1.30980 -0.26640
O 0.27960 -1.52310 0.83725
H 3.00012 -0.95323 -2.29135
H 4.34772 -1.49993 -1.19163
H 3.22090 -2.79277 -1.81885
H 2.31193 -2.78915 1.76802
H 3.62150 -3.36809 0.49916
H 1.77291 -3.63508 0.22059
H 2.33481 -0.37381 1.84041
H 4.05260 -0.54125 1.19771
H 2.72247 1.80202 1.02269
H 5.54560 1.72971 1.39625
H 7.75502 2.10772 0.01669
H 5.95801 1.56062 -3.90595
H 3.61346 1.09102 -2.78142
H 0.86878 2.05738 -0.29621
H 1.77938 1.61803 -1.80875
H 0.51708 0.49462 -3.21333
H -0.80357 -0.74286 -2.60026
H 0.90993 -1.29591 -2.90704
H -0.85313 0.77838 0.65062
H -1.25119 1.20791 -1.09366
H -1.64955 -0.50209 -0.52214
C -6.12467 1.46759 0.69432
C -4.74726 1.57854 1.32660
O -3.86727 1.88547 0.24361
S -4.66692 2.77290 -0.85328
O -4.35982 4.15480 -0.62444
O -4.52252 2.14817 -2.13272
O -6.16583 2.49054 -0.30440
H -6.25455 0.50256 0.19894
H -6.92395 1.61206 1.42028
H -4.44204 0.65741 1.82214
H -4.70564 2.40620 2.04085
C 3.86462 0.99318 -7.14664
C 2.64522 1.77818 -6.68904
O 1.76678 0.80195 -6.12729
S 2.64935 -0.38094 -5.45542
O 2.75325 -0.11994 -4.04885
O 2.20253 -1.63374 -5.97979
O 4.06846 -0.00453 -6.14436
H 3.67529 0.48736 -8.09743
H 4.74905 1.62379 -7.24184
H 2.15914 2.30709 -7.50847
H 2.90699 2.49088 -5.90114
C 8.34450 -0.75923 2.10317
C 8.55719 -0.05206 3.43286
O 7.29320 -0.11995 4.09408
S 6.54590 -1.49596 3.66787
O 6.78025 -2.47105 4.68987
O 5.23608 -1.16939 3.19202
O 7.48300 -1.86059 2.39548
H 7.83484 -0.10871 1.38646
H 9.28045 -1.11255 1.66940
H 8.87072 0.98422 3.30741
H 9.28993 -0.58126 4.04910
C -9.31654 -2.91270 1.83518
C -8.84557 -2.86563 0.39073
O -7.74756 -1.95136 0.39022
S -6.97666 -2.04960 1.81429
O -5.84812 -2.91593 1.65710
O -6.87052 -0.72942 2.36153
O -8.12607 -2.85616 2.62372
H -9.92825 -2.03968 2.07898
H -9.87766 -3.82136 2.05658
H -9.62679 -2.53025 -0.29090
H -8.47334 -3.84104 0.06462
C 0.53677 6.67361 -0.93240
C -0.08201 5.31375 -0.65097
O 0.59543 4.41114 -1.52637
S 2.12181 4.91872 -1.73848
O 2.95971 4.18547 -0.84030
O 2.37584 5.01182 -3.14423
O 1.92758 6.41926 -1.14569
H 0.12693 7.11286 -1.84607
H 0.39943 7.36857 -0.10331
H -1.15587 5.29843 -0.83785
H 0.11224 4.99655 0.37792
C -11.95348 -7.97879 3.14494
C -11.03090 -7.09981 3.97500
O -11.20047 -5.78360 3.44652
S -12.72666 -5.61712 2.91875
O -13.48628 -4.96634 3.94282
O -12.68758 -5.15317 1.56478
O -13.12246 -7.18957 2.91656
H -11.50697 -8.21493 2.17503
H -12.21355 -8.90454 3.65881
H -9.98844 -7.41036 3.90769
H -11.33841 -7.08484 5.02454
C 0.24759 -6.20638 0.26932
C 0.83342 -6.68200 1.58907
O -0.12359 -7.60776 2.10581
S -0.84966 -8.36545 0.86806
O -0.20141 -9.62744 0.67000
O -2.26603 -8.23797 1.02848
O -0.36779 -7.35892 -0.30901
H -0.52714 -5.45161 0.43076
H 1.00957 -5.80570 -0.39961
H 0.99619 -5.86413 2.29073
H 1.77354 -7.21923 1.43297
C 4.73257 9.50863 -0.08706
C 4.76865 8.14112 0.57620
O 4.90920 8.40859 1.97180
S 4.15087 9.79969 2.32188
O 2.84900 9.48645 2.83133
O 5.06846 10.65413 3.01083
O 3.98171 10.33818 0.80046
H 5.73764 9.92972 -0.17898
H 4.26183 9.47786 -1.07017
H 5.59437 7.52690 0.21746
H 3.82651 7.60548 0.42790
```

## Properties
⟨S²⟩: 0.754
Multiplicity: 2
Net charge: 0
Frontier orbital gap (alpha / beta) in eV: 8.49 / 9.10

Entry 3:
ORCA calculation (ωB97M-V with the def2-TZVPD basis set) on C29H78N7O10Ti3 as an isolated structure in a non-equilibrium geometry.

Geometry as XYZ:
```
127
Properties=species:S:1:pos:R:3
Ti -2.69635 -1.68818 1.51957
Ti -0.21159 -1.05410 4.15003
Ti 1.10448 -3.49600 1.45077
O 0.67447 -0.13315 -0.34717
C -0.34818 -0.50885 0.45314
O -1.49151 -0.11548 0.22822
O -0.15947 -1.37031 1.31934
H 0.28397 0.44368 -1.00777
C -1.42058 3.43546 3.78193
C -2.03392 2.02711 3.82498
C -3.33967 1.75890 3.02631
O -4.49647 2.39600 3.60667
C -5.74612 2.10330 2.90418
N -1.02077 1.09062 3.35495
H -2.11605 4.19333 4.14257
H -1.13898 3.71993 2.76809
H -0.48033 3.50884 4.32843
H -2.19862 1.75460 4.86743
H -3.45960 0.69344 3.22256
H -3.22657 1.97296 1.96354
H -5.90762 1.03429 2.76545
H -5.60272 2.47474 1.88951
H -6.65413 2.58668 3.26468
H -1.12034 0.79664 2.39382
H -0.10142 1.50320 3.42338
C 2.67810 -2.56462 -2.77375
C 2.25114 -3.28240 -1.50234
C 3.14082 -4.45214 -1.04417
O 2.42614 -5.36594 -0.19264
C 3.16768 -6.48990 0.33635
N 2.32835 -2.36865 -0.40144
H 1.98663 -1.77259 -3.06121
H 2.82176 -3.29011 -3.57446
H 3.65165 -2.08813 -2.65855
H 1.22103 -3.61722 -1.62427
H 4.09817 -4.11155 -0.64973
H 3.53100 -5.02453 -1.88571
H 2.61505 -7.29856 0.81466
H 3.91645 -6.12658 1.04021
H 3.61847 -6.98749 -0.52231
H 3.23969 -1.96023 -0.25056
H 1.75649 -1.59490 -0.70867
C 3.89567 0.82869 -1.79385
C 5.25393 0.92443 -1.07067
C 5.84673 -0.43627 -0.64071
O 4.91739 -1.08687 0.22161
C 5.35343 -2.20000 0.96620
N 6.14331 1.72024 -1.84348
H 3.16227 0.61701 -1.01576
H 3.79341 0.11035 -2.60726
H 3.48748 1.78992 -2.10612
H 4.99417 1.52746 -0.20063
H 6.83167 -0.40974 -0.17456
H 5.96729 -1.10312 -1.49446
H 5.80082 -2.91136 0.27199
H 4.58330 -2.80933 1.43917
H 6.08641 -2.06485 1.76154
H 6.85817 1.18499 -2.31528
H 6.65160 2.17867 -1.10080
C -6.35103 -3.56444 0.06330
C -4.90637 -3.32336 0.43922
C -3.86217 -3.60220 -0.67317
O -2.55292 -3.24934 -0.15169
C -1.55540 -3.56788 -1.06971
N -4.91089 -1.95281 0.89772
H -6.51154 -4.60204 -0.22949
H -6.67820 -2.87978 -0.71919
H -7.00264 -3.40371 0.92218
H -4.72626 -4.00647 1.26930
H -4.19657 -3.08842 -1.57445
H -3.82214 -4.66943 -0.89115
H -1.56296 -2.90738 -1.93677
H -1.66381 -4.54814 -1.53386
H -0.62813 -3.31266 -0.55676
H -5.32068 -1.42794 0.13831
H -5.48670 -1.85255 1.72142
C 2.66596 1.95596 1.87581
C 3.03808 0.94734 3.01642
C 3.34678 1.76202 4.26889
O 4.45066 2.68123 4.06580
C 4.95186 3.13810 5.32861
N 1.83961 0.23393 3.35199
H 2.51263 1.44828 0.92352
H 3.38502 2.73314 1.61684
H 1.74634 2.42987 2.21905
H 3.82961 0.29387 2.64958
H 3.61650 1.03849 5.03820
H 2.48011 2.30297 4.64883
H 5.54499 4.02205 5.09425
H 5.52860 2.37184 5.84660
H 4.11298 3.48974 5.92922
H 1.61287 -0.09103 2.42296
H 2.28037 -0.57013 3.77544
C -0.49469 4.15039 -2.96419
C 0.05587 3.22184 -1.89590
C -0.75571 3.36976 -0.54897
O -0.64543 4.64162 0.05442
C 0.63403 4.89973 0.58796
N -0.04888 1.88892 -2.38577
H -1.52230 3.96077 -3.27430
H 0.20458 4.15202 -3.80032
H -0.46605 5.17638 -2.59727
H 1.10169 3.37830 -1.63154
H -0.23789 2.70951 0.14675
H -1.81382 3.11948 -0.62553
H 1.45755 4.85710 -0.12486
H 0.96472 4.16525 1.32232
H 0.65271 5.88478 1.05424
H 0.50551 1.97143 -3.22597
H -1.00909 1.80204 -2.68667
C -2.70015 -1.02182 -3.51802
C -3.51031 0.25691 -3.16379
C -4.64915 0.42258 -4.12126
O -4.06603 0.63390 -5.43341
C -5.14558 1.14448 -6.28650
N -3.99366 0.04680 -1.82277
H -2.43065 -1.09518 -4.57163
H -3.14966 -1.98453 -3.27468
H -1.76322 -1.03938 -2.96128
H -2.90977 1.15736 -3.29285
H -5.26651 1.26325 -3.80459
H -5.24281 -0.48924 -4.05613
H -5.67519 2.04632 -5.97942
H -5.87885 0.34611 -6.40067
H -4.71740 1.38242 -7.26022
H -3.33737 -0.09158 -1.06763
H -4.51862 0.85085 -1.50968
```

## Properties
⟨S²⟩: 30.009
Multiplicity: 11
Net charge: +3
Frontier orbital gap (alpha / beta) in eV: 5.74 / 2.60

Entry 4:
ORCA calculation (ωB97M-V with the def2-TZVPD basis set) on C25H17BrCoN2O2S as an isolated structure.

Geometry as XYZ:
```
49
Properties=species:S:1:pos:R:3
Co -0.44188 -0.42038 0.63207
O -2.42309 -1.26832 -0.53701
S -2.70074 0.07545 -1.02761
O -3.95374 0.69716 -0.70001
N -1.41340 0.87624 -0.51595
C -1.37682 2.20487 -0.12078
C -2.21735 3.22640 -0.49054
C -2.01161 4.53347 -0.00116
C -0.97742 4.83604 0.83824
C -0.08841 3.81124 1.23985
C 1.00573 4.01685 2.10892
C 1.80819 2.96742 2.45997
C 1.51866 1.69142 1.94783
N 0.51695 1.46640 1.13245
C -0.29201 2.50173 0.76585
C -2.60383 -0.00044 -2.79447
C -1.42897 -0.43659 -3.39266
C -1.35928 -0.51294 -4.77295
C -2.45922 -0.15660 -5.54492
C -3.62779 0.27664 -4.93758
C -3.70467 0.35869 -3.55380
H -3.05235 3.02501 -1.14583
H -2.69921 5.31054 -0.30927
H -0.82540 5.84236 1.20642
H 1.19272 5.01290 2.49195
H 2.64969 3.09642 3.12562
H 2.12067 0.83228 2.22212
H -0.57963 -0.71287 -2.78178
H -0.44805 -0.85168 -5.24768
H -2.40188 -0.21807 -6.62385
H -4.48423 0.55251 -5.53840
H -4.60539 0.69389 -3.05836
Br 1.59887 -2.11529 0.72955
C 1.17470 -2.67490 2.51794
C 1.99339 -3.58560 3.10893
C 1.69561 -4.00442 4.42391
C 0.60647 -3.50143 5.07267
C -0.24636 -2.55530 4.45153
C -1.38503 -2.03754 5.11329
C -2.19568 -1.14095 4.48031
C -1.90357 -0.71642 3.16417
C -0.80643 -1.16703 2.46673
C 0.02859 -2.10961 3.13009
H 2.85155 -3.98453 2.58628
H 2.33821 -4.72935 4.90539
H 0.37306 -3.82378 6.08056
H -1.60085 -2.37192 6.12106
H -3.07218 -0.75236 4.98483
H -2.58769 -0.01314 2.69733
```

## Properties
⟨S²⟩: 3.760
Multiplicity: 4
Net charge: 0
Frontier orbital gap (alpha / beta) in eV: 7.74 / 7.60

Entry 5:
ORCA calculation (ωB97M-V with the def2-TZVPD basis set) on a 8-piece molecular cluster, H17O8 overall in a non-equilibrium geometry.

Geometry as XYZ:
```
25
Properties=species:S:1:pos:R:3
O 0.24020 0.17296 0.15724
H 1.17320 0.16896 0.43224
H 0.14520 -0.71504 -0.26776
H -0.32580 0.61696 0.83524
O 1.62520 2.39996 -1.43376
H 1.04120 1.82496 -1.85176
H 1.28820 3.34396 -1.65976
O -2.07480 -1.50604 0.84324
H -2.14080 -1.96204 0.01424
H -1.96880 -2.16204 1.44124
O -0.17280 0.88796 2.73724
H 0.62720 1.49096 3.13624
H -0.34780 0.10196 3.41324
O 0.70820 -2.45204 -1.03276
H 0.93320 -2.45504 -2.00076
H 0.97220 -3.35104 -0.74576
O -2.78380 1.37096 0.79124
H -3.62780 1.71696 1.10124
H -3.02080 0.41496 0.80024
O 2.66920 -0.53704 1.06224
H 3.25020 -0.82804 0.24224
H 2.28320 -1.30304 1.47824
O -0.05380 0.73996 -2.88076
H -0.97480 0.96096 -3.11876
H 0.53520 1.05896 -3.49376
```

## Properties
Multiplicity: 1
Net charge: +1
Energy above the lowest of the compared OMol25 structures with the same formula, charge and spin in kJ/mol: 223.65
Frontier orbital gap in eV: 10.74

Entry 6:
ORCA calculation (ωB97M-V with the def2-TZVPD basis set) on a 2-piece molecular cluster, F2HNS overall in a non-equilibrium geometry.

Geometry as XYZ:
```
5
Properties=species:S:1:pos:R:3
N -1.01002 0.05918 0.53596
F 0.65953 1.16615 -0.85592
F 1.67027 -1.90162 -0.08097
S 0.42067 0.26065 0.49975
H -1.74045 0.41564 -0.09882
```

## Properties
Multiplicity: 1
Net charge: 0
Energy above the lowest of the compared OMol25 structures with the same formula, charge and spin in kJ/mol: 238.74
Frontier orbital gap (alpha / beta) in eV: 9.02 / 7.14

Entry 7:
ORCA calculation (ωB97M-V with the def2-TZVPD basis set) on a 2-piece molecular cluster, C3H6Cl2Si overall in a non-equilibrium geometry.

Geometry as XYZ:
```
12
Properties=species:S:1:pos:R:3
C 0.70272 -0.00063 -0.27927
C 0.12835 -0.84816 0.76231
C -0.84121 -0.02040 -0.07777
Si -1.57928 1.61484 0.53621
Cl -3.16200 2.34902 -0.63745
Cl 3.62661 1.55259 -0.33979
H 1.26877 0.90655 -0.07432
H 1.00131 -0.31266 -1.33736
H 0.24310 -1.93541 0.63062
H 0.18861 -0.47795 1.68349
H -1.41942 -0.75286 -0.54119
H -1.13989 2.22902 1.77324
```

## Properties
Multiplicity: 1
Net charge: 0
Energy above the lowest of the compared OMol25 structures with the same formula, charge and spin in kJ/mol: 622.37
Frontier orbital gap (alpha / beta) in eV: 3.59 / 3.59

Entry 8:
ORCA calculation (ωB97M-V with the def2-TZVPD basis set) on a 2-piece molecular cluster, C5H6ClN3O overall in a non-equilibrium geometry.

Geometry as XYZ:
```
16
Properties=species:S:1:pos:R:3
C 1.32907 0.43868 -2.41048
C 0.49350 0.39459 -1.08218
C -0.29725 -0.70603 -0.63397
C -0.42002 -0.48029 0.66308
C -1.06033 -1.43033 1.72418
H 1.63247 2.71570 -2.26688
H 2.25549 1.72220 -3.69391
H -0.35097 -1.62379 -1.26962
H -0.24857 -1.76765 2.47850
H -1.62936 -2.14461 1.16183
H 0.10226 1.43010 1.63462
N 2.19426 1.50745 -2.68840
N 0.28719 0.77735 0.85568
N 0.75453 1.32574 -0.19854
O 1.31887 -0.51784 -3.16828
Cl -2.07258 -0.63310 3.05628
```

## Properties
Multiplicity: 1
Net charge: 0
Energy above the lowest of the compared OMol25 structures with the same formula, charge and spin in kJ/mol: 144.78
Frontier orbital gap in eV: 10.26